Molecular formula: C28H35BrN4O5
Method: DFT, ωB97M-V/def2-TZVPD

```
! wB97M-V def2-TZVPD RIJCOSX def2/J DEFGRID3
* xyz 0 1
O -3.63536 -3.09586 1.04873
C -3.20481 -2.57660 0.04504
N -3.78331 -1.54872 -0.63684
C -4.98219 -0.88516 -0.37318
C -5.32797 0.18150 -1.20315
C -6.50387 0.87504 -1.00038
C -7.33930 0.49938 0.03876
C -7.01130 -0.55597 0.87190
C -5.83316 -1.24906 0.66789
H -5.57064 -2.07184 1.31122
H -7.67226 -0.83840 1.67653
Br -8.96368 1.45309 0.32326
H -6.77080 1.69903 -1.64367
H -4.66975 0.46484 -2.01173
H -3.27522 -1.20221 -1.44569
C -1.90384 -2.97253 -0.62751
C -0.83888 -1.87157 -0.53521
C -0.40967 -1.24705 -1.85244
O -1.18431 -0.78502 -2.66829
N 0.93317 -1.28355 -1.90942
C 1.74446 -0.90081 -3.05156
H 2.78088 -0.86788 -2.71035
C 1.36628 0.44913 -3.69310
N 1.57435 1.64659 -2.91920
C 0.61445 1.90384 -1.86662
C 0.77152 3.36379 -1.43886
O 2.07721 3.61000 -0.96727
C 3.03104 3.31655 -1.96386
C 2.92314 1.86292 -2.43082
H 3.62915 1.68871 -3.24478
H 3.17904 1.19991 -1.58800
H 4.00742 3.51008 -1.51693
H 2.88046 3.98355 -2.82510
H 0.09690 3.60906 -0.61634
H 0.55640 4.01508 -2.29776
H -0.39239 1.73249 -2.24949
H 0.77881 1.26007 -0.98469
H 0.31494 0.42258 -3.98304
H 1.97286 0.54033 -4.60017
H 1.65736 -1.67430 -3.82438
C 1.57996 -2.01949 -0.82205
C 0.41760 -2.68648 -0.10651
C 0.23102 -2.96063 1.37145
C -0.75445 -3.85023 1.41684
H -1.26111 -4.27234 2.25980
C -1.09835 -4.16477 -0.02340
H -1.50984 -5.14759 -0.22861
O 0.14608 -3.96450 -0.67380
H 0.75337 -2.47395 2.17012
H 2.23075 -2.79385 -1.24815
C 2.48691 -1.08813 0.00501
O 3.68210 -1.06168 -0.19876
N 1.86239 -0.30048 0.89579
H 0.86915 -0.38860 1.04030
C 2.58453 0.52834 1.84985
C 2.59001 -0.13984 3.22781
C 3.36254 0.71617 4.22683
C 2.75152 2.11095 4.31773
C 2.73603 2.77314 2.94367
C 1.96806 1.92179 1.93591
H 1.99572 2.40677 0.95975
H 0.92428 1.83517 2.25217
H 2.27688 3.76070 3.00739
H 3.76101 2.90451 2.59223
H 3.32474 2.72119 5.01762
H 1.73019 2.03659 4.69873
H 3.35067 0.23612 5.20715
H 4.40241 0.79468 3.90383
H 3.04517 -1.12988 3.15058
H 1.55920 -0.26048 3.57451
H 3.61026 0.59526 1.47482
H -1.12176 -1.08944 0.17532
H -2.10421 -3.20998 -1.67749
*
```

SMILES: O=C(Nc1ccc(Br)cc1)[C@@H]1[C@@H]2C=C[C@]3(O2)[C@H](C(=O)NC2CCCCC2)N(CCN2CCOCC2)C(=O)[C@@H]13
Calculated total energy: -4257.24351 a.u.
Gap between HOMO and LUMO: 8.962 eV
ΔE to the lowest compared entry with this formula, charge and spin: 0.4307 eV
Molar mass: 587.52 g/mol

---

Molecular formula: C28H35CrN14NiO21
Method: DFT, ωB97M-V/def2-TZVPD

```
! wB97M-V def2-TZVPD RIJCOSX def2/J DEFGRID3
* xyz -2 6
Ni 25.29217 27.20867 3.53691
Cr 22.18594 30.73294 3.76133
N 21.77902 32.92136 2.25442
O 22.58452 32.09984 2.03577
O 21.21483 32.51062 3.22867
O 21.62019 34.01490 1.73390
N 25.46934 30.22537 3.95236
O 25.79769 29.27718 3.26920
O 24.44814 30.72178 3.60981
O 26.00487 30.44254 4.99902
N 27.50080 27.46685 6.21332
O 28.30628 26.64915 6.58045
O 26.64913 27.11719 5.37441
O 27.57776 28.61282 6.61349
N 23.16908 31.24513 6.83757
O 24.32250 31.34231 7.03328
O 22.60136 31.48797 5.77392
O 22.56765 30.50701 7.63076
N 22.89406 28.35905 1.51765
O 23.71954 27.73800 2.19995
O 22.32069 29.20659 2.17174
O 22.61056 28.21539 0.31152
N 23.00572 27.95721 5.53466
O 22.79152 28.83789 4.77830
O 23.83444 27.12600 5.14243
O 22.44182 27.94817 6.57861
N 19.58484 29.95931 5.56152
O 18.48119 30.38836 5.65200
O 20.30717 30.13806 4.58087
O 20.19535 29.47375 6.50661
N 21.65172 25.89038 -5.37750
C 20.78994 26.34868 -6.34236
C 20.22598 27.51146 -5.81428
C 20.72411 27.68157 -4.49497
C 21.66162 26.68136 -4.27972
H 22.20064 25.05346 -5.51295
H 20.72567 25.84754 -7.29689
H 19.55807 28.08905 -6.43613
H 20.66965 28.54683 -3.85095
H 22.33444 26.43685 -3.47106
N 24.74004 24.95042 1.65190
C 26.00082 25.56998 1.49816
C 26.65666 25.46300 2.76474
C 25.77097 24.79799 3.61016
C 24.62693 24.45401 2.91162
H 24.01925 24.81133 0.95820
H 26.24762 26.01489 0.54551
H 27.66642 25.63771 3.10571
H 25.92049 24.42734 4.61349
H 23.80116 23.80430 3.16139
N 19.38281 32.33130 0.26700
C 18.70253 31.69478 1.28746
C 19.03888 30.37603 1.29139
C 19.91072 30.13167 0.26900
C 20.25337 31.38753 -0.29812
H 19.16886 33.25588 -0.07866
H 17.96132 32.24515 1.84791
H 18.58699 29.65739 1.95905
H 20.28506 29.12751 0.13512
H 20.87741 31.61120 -1.15073
N 18.67300 26.77980 2.69626
C 19.89883 26.58418 2.16109
C 20.66098 26.03938 3.15681
C 19.88946 25.99795 4.33437
C 18.63891 26.53838 4.02364
H 17.87767 27.07936 2.15052
H 20.07996 26.73966 1.10780
H 21.67742 25.67496 3.17793
H 20.11816 25.67657 5.33976
H 17.81416 26.78481 4.67592
N 23.71532 29.80805 -1.98887
C 24.18570 30.96018 -1.50603
C 24.69999 31.75445 -2.60298
C 24.51715 30.96547 -3.72647
C 23.84084 29.85609 -3.35534
H 23.45005 28.94054 -1.54486
H 24.17473 31.27880 -0.47416
H 25.27359 32.66570 -2.51924
H 24.78340 31.32848 -4.70817
H 23.45689 29.03754 -3.94607
N 29.51986 27.44616 1.74625
C 29.16553 28.58135 2.35762
C 28.34107 29.35478 1.58056
C 28.21402 28.61696 0.37171
C 28.92477 27.40749 0.51618
H 30.05300 26.68137 2.13479
H 29.62755 28.73957 3.32090
H 28.03770 30.33638 1.91347
H 27.75209 28.86750 -0.57182
H 29.00544 26.60788 -0.20530
N 22.78294 22.33318 -0.61612
C 22.39361 23.33428 -1.45062
C 21.90312 24.33967 -0.60815
C 21.68102 23.84092 0.60147
C 22.36835 22.66959 0.65621
H 23.30384 21.51415 -0.89535
H 22.63640 23.35487 -2.50278
H 21.67657 25.38346 -0.76807
H 21.13766 24.33168 1.39539
H 22.53279 21.94438 1.43943
*
```

Calculated total energy: -5986.39640 a.u.
Gap between HOMO and LUMO (spin up / spin down): 5.370 / 5.856 eV
Expectation value of S²: 8.8221
Molar mass: 1014.35 g/mol

---

What did the first record say?
Molecular formula: C28H35BrN4O5
Method: DFT, ωB97M-V/def2-TZVPD

```
! wB97M-V def2-TZVPD RIJCOSX def2/J DEFGRID3
* xyz 0 1
O -3.63536 -3.09586 1.04873
C -3.20481 -2.57660 0.04504
N -3.78331 -1.54872 -0.63684
C -4.98219 -0.88516 -0.37318
C -5.32797 0.18150 -1.20315
C -6.50387 0.87504 -1.00038
C -7.33930 0.49938 0.03876
C -7.01130 -0.55597 0.87190
C -5.83316 -1.24906 0.66789
H -5.57064 -2.07184 1.31122
H -7.67226 -0.83840 1.67653
Br -8.96368 1.45309 0.32326
H -6.77080 1.69903 -1.64367
H -4.66975 0.46484 -2.01173
H -3.27522 -1.20221 -1.44569
C -1.90384 -2.97253 -0.62751
C -0.83888 -1.87157 -0.53521
C -0.40967 -1.24705 -1.85244
O -1.18431 -0.78502 -2.66829
N 0.93317 -1.28355 -1.90942
C 1.74446 -0.90081 -3.05156
H 2.78088 -0.86788 -2.71035
C 1.36628 0.44913 -3.69310
N 1.57435 1.64659 -2.91920
C 0.61445 1.90384 -1.86662
C 0.77152 3.36379 -1.43886
O 2.07721 3.61000 -0.96727
C 3.03104 3.31655 -1.96386
C 2.92314 1.86292 -2.43082
H 3.62915 1.68871 -3.24478
H 3.17904 1.19991 -1.58800
H 4.00742 3.51008 -1.51693
H 2.88046 3.98355 -2.82510
H 0.09690 3.60906 -0.61634
H 0.55640 4.01508 -2.29776
H -0.39239 1.73249 -2.24949
H 0.77881 1.26007 -0.98469
H 0.31494 0.42258 -3.98304
H 1.97286 0.54033 -4.60017
H 1.65736 -1.67430 -3.82438
C 1.57996 -2.01949 -0.82205
C 0.41760 -2.68648 -0.10651
C 0.23102 -2.96063 1.37145
C -0.75445 -3.85023 1.41684
H -1.26111 -4.27234 2.25980
C -1.09835 -4.16477 -0.02340
H -1.50984 -5.14759 -0.22861
O 0.14608 -3.96450 -0.67380
H 0.75337 -2.47395 2.17012
H 2.23075 -2.79385 -1.24815
C 2.48691 -1.08813 0.00501
O 3.68210 -1.06168 -0.19876
N 1.86239 -0.30048 0.89579
H 0.86915 -0.38860 1.04030
C 2.58453 0.52834 1.84985
C 2.59001 -0.13984 3.22781
C 3.36254 0.71617 4.22683
C 2.75152 2.11095 4.31773
C 2.73603 2.77314 2.94367
C 1.96806 1.92179 1.93591
H 1.99572 2.40677 0.95975
H 0.92428 1.83517 2.25217
H 2.27688 3.76070 3.00739
H 3.76101 2.90451 2.59223
H 3.32474 2.72119 5.01762
H 1.73019 2.03659 4.69873
H 3.35067 0.23612 5.20715
H 4.40241 0.79468 3.90383
H 3.04517 -1.12988 3.15058
H 1.55920 -0.26048 3.57451
H 3.61026 0.59526 1.47482
H -1.12176 -1.08944 0.17532
H -2.10421 -3.20998 -1.67749
*
```

SMILES: O=C(Nc1ccc(Br)cc1)[C@@H]1[C@@H]2C=C[C@]3(O2)[C@H](C(=O)NC2CCCCC2)N(CCN2CCOCC2)C(=O)[C@@H]13
Calculated total energy: -4257.24351 a.u.
Gap between HOMO and LUMO: 8.962 eV
ΔE to the lowest compared entry with this formula, charge and spin: 0.4307 eV
Molar mass: 587.52 g/mol

---

Question: Among the records above, which one has the lowest calculated total energy?
Answer: C28H35CrN14NiO21